Entry 1:
ORCA calculation (ωB97M-V/def2-TZVPD) on a structure of composition C25H58N2O3SiTa.

Structure (XYZ):
```
90
Properties=species:S:1:pos:R:3:forces:R:3:lowdin_spin:R:1
C 0.47727 0.41057 -1.58802 0.1 0.1 0.0 0.000
O -0.26994 1.54244 -1.96390 -0.1 0.0 0.0 0.000
C 0.28482 2.79661 -1.60605 0.1 -0.1 0.0 0.000
C -0.81652 3.87091 -1.52436 0.1 0.0 0.1 0.000
C -2.24725 3.31749 -1.63688 -0.5 0.4 0.2 0.000
Ta -2.98173 2.04920 0.09284 0.7 0.7 -0.1 0.000
Si -4.79764 0.97893 -1.61824 0.1 -0.4 -0.1 0.000
C -6.34197 2.07457 -1.82629 -0.1 0.2 0.0 0.000
C -4.17142 0.65659 -3.40088 0.0 0.0 -0.1 0.000
C -5.48305 -0.69049 -0.98921 -0.1 -0.1 0.1 0.000
H 1.29821 0.68253 -0.91174 -0.1 -0.1 0.0 0.000
H 0.91516 -0.07738 -2.46927 0.0 0.1 0.0 0.000
H -0.18403 -0.28868 -1.06879 0.0 0.0 -0.1 0.000
H 1.05252 3.08180 -2.34187 0.0 0.0 0.0 0.000
H 0.78886 2.68171 -0.63573 -0.1 0.1 0.0 0.000
H -0.62995 4.64046 -2.28516 0.0 -0.1 0.0 0.000
H -0.70150 4.37048 -0.55576 0.0 0.0 -0.1 0.000
H -2.92250 4.19269 -1.62678 0.0 -0.1 -0.1 0.000
H -2.40019 2.83397 -2.60596 0.0 0.0 0.0 0.000
H -4.11330 3.33539 0.83048 0.1 -0.5 0.1 0.000
H -3.84158 1.11764 1.46631 -0.3 0.1 -0.3 0.000
H -2.19253 0.37634 -0.05487 -0.5 0.1 0.4 0.000
H -1.48626 2.51746 1.11001 0.3 -0.3 -0.2 0.000
H -7.06507 1.64811 -2.53245 0.1 -0.1 0.0 0.000
H -6.08657 3.07937 -2.18349 0.0 -0.1 0.0 0.000
H -6.84170 2.19571 -0.85888 0.0 0.0 -0.1 0.000
H -4.58841 1.36593 -4.12513 0.0 0.0 0.1 0.000
H -4.45434 -0.34621 -3.74285 0.1 0.1 0.1 0.000
H -3.08184 0.74458 -3.45340 -0.1 -0.1 0.0 0.000
H -5.59966 -1.42105 -1.79866 0.0 0.1 0.0 0.000
H -6.46159 -0.56274 -0.51250 0.0 0.1 -0.1 0.000
H -4.82596 -1.12276 -0.23064 0.0 0.0 -0.1 0.000
C 2.42629 1.65318 3.07255 -0.1 -0.1 0.0 0.006
C 1.18590 2.31568 3.66567 -0.2 0.3 0.3 0.023
C 0.78875 3.58602 2.89307 0.0 -0.2 -0.1 0.017
C 1.74242 4.75108 3.11414 0.0 0.1 0.0 0.001
C 1.86858 5.08046 4.59679 0.1 0.0 0.2 0.016
C 2.31500 3.87735 5.44492 -0.4 -0.2 -0.1 0.022
N 1.39409 2.73114 5.10332 0.4 0.0 -0.2 0.402
O 0.39664 2.58532 5.87788 -0.2 -0.1 0.1 0.503
C 3.78859 3.54189 5.20930 0.0 0.0 0.1 0.006
C 2.12903 4.17366 6.93023 0.1 0.1 -0.1 -0.002
C 0.05225 1.29762 3.62196 0.0 0.1 -0.1 -0.002
H 2.18435 1.38574 2.04205 0.1 0.0 0.0 0.000
H 3.30980 2.27823 3.05566 0.1 0.1 0.0 0.000
H 2.65744 0.73534 3.61676 0.0 0.0 0.0 0.001
H -0.21745 3.86793 3.21416 0.0 0.0 0.0 0.001
H 0.70293 3.32684 1.83531 0.0 0.1 0.0 0.002
H 2.72496 4.53748 2.68137 0.0 0.0 0.0 0.000
H 1.36201 5.62799 2.58511 0.0 0.0 0.0 0.001
H 2.58010 5.89642 4.76518 -0.1 0.0 0.0 0.002
H 0.89540 5.40874 4.97392 0.0 0.0 0.0 0.001
H 4.01244 2.52516 5.53425 0.0 0.0 0.0 0.001
H 4.38502 4.23514 5.80516 0.1 0.0 0.0 0.000
H 4.09647 3.65337 4.17446 0.0 0.0 0.0 0.000
H 1.10678 4.46747 7.14867 0.0 0.0 0.0 0.000
H 2.81364 4.97985 7.20388 -0.1 0.0 0.0 0.000
H 2.36163 3.29227 7.52850 0.0 0.0 0.0 0.000
H 0.25296 0.46085 4.29108 0.0 0.0 0.0 0.000
H -0.03109 0.94489 2.59277 -0.1 -0.1 0.1 0.000
H -0.90149 1.73870 3.89574 0.0 0.0 0.0 0.000
C 0.41173 -4.02822 -4.42241 -0.1 0.0 0.0 0.005
C 0.43585 -4.05289 -2.89643 0.1 -0.3 0.3 0.023
C 1.68171 -3.34551 -2.33590 -0.1 0.1 -0.1 0.017
C 2.96945 -4.12641 -2.56758 0.0 0.0 0.0 0.001
C 2.87097 -5.52706 -1.97461 0.0 -0.2 -0.1 0.016
C 1.67265 -6.32980 -2.51005 -0.3 0.3 0.3 0.022
N 0.45284 -5.45587 -2.34456 0.2 0.0 -0.4 0.399
O -0.20625 -5.63825 -1.27336 -0.2 0.0 0.1 0.506
C 1.89138 -6.77125 -3.95762 0.0 0.0 0.0 0.006
C 1.44643 -7.57823 -1.66220 0.1 0.0 -0.1 -0.002
C -0.83001 -3.36335 -2.40386 0.1 0.1 -0.1 -0.002
H 0.39508 -2.98171 -4.73162 0.0 0.0 -0.1 0.000
H 1.26259 -4.50144 -4.89486 0.1 0.0 0.0 0.000
H -0.49961 -4.50366 -4.78877 0.0 0.0 0.0 0.001
H 1.53582 -3.20169 -1.26131 0.0 0.0 0.0 0.001
H 1.73345 -2.35223 -2.79056 0.1 0.0 0.1 0.002
H 3.20366 -4.17357 -3.63521 0.0 0.0 0.0 0.000
H 3.80119 -3.59822 -2.09615 0.0 0.0 0.0 0.001
H 3.78094 -6.10412 -2.17004 0.0 0.1 0.0 0.002
H 2.75843 -5.44846 -0.88920 0.0 0.0 0.0 0.001
H 0.94467 -7.03254 -4.43149 0.0 0.0 0.0 0.001
H 2.52523 -7.65931 -3.93970 0.0 0.0 -0.1 0.000
H 2.39310 -6.02613 -4.56726 0.0 0.0 0.0 0.000
H 1.33265 -7.32816 -0.61185 0.0 0.0 0.0 0.000
H 2.30596 -8.23902 -1.79498 0.0 0.0 0.1 0.000
H 0.54515 -8.10047 -1.98387 0.0 0.0 0.0 0.000
H -1.71854 -3.91874 -2.70207 0.0 0.0 0.0 0.000
H -0.86509 -2.37312 -2.86400 -0.1 0.0 0.1 0.000
H -0.84522 -3.24847 -1.32424 0.0 0.0 0.0 0.000
```
Positions in Å, forces in eV/Å.

Results
Total energy = -1668.798824 Ha
2S+1 = 3
Charge = -1
ΔE to the lowest compared entry with this formula, charge and spin = 0.0 kJ/mol



Entry 2:
ORCA calculation (ωB97M-V/def2-TZVPD) on a cluster of 3 separate species, C25H59FN7O11P3S in total.

Structure (XYZ):
```
107
Properties=species:S:1:pos:R:3:forces:R:3:lowdin_charge:R:1
C 0.98746 -3.59669 0.95238 0.4 -0.1 -0.2 -0.027
C 1.05000 -3.70188 -0.57333 -0.6 0.3 1.3 -0.286
F 1.60824 -2.51679 -1.02358 0.2 0.0 -0.4 0.011
C -0.32782 -3.85454 -1.33443 2.4 0.4 -0.6 -0.364
C 0.05462 -4.34248 -2.74560 -0.9 -0.8 0.0 -0.095
C 0.21002 -5.86209 -2.96021 0.9 0.3 -0.2 -0.152
C 1.61580 -6.44249 -2.65694 -0.1 -0.5 0.7 -0.136
C 1.65451 -7.28690 -1.38092 -0.4 0.1 -0.4 -0.217
O 2.54293 -8.41396 -1.54323 -0.3 0.1 0.6 -0.041
C 2.25161 -9.28989 -0.53940 -0.5 -1.7 -0.1 -0.342
O 1.70286 -10.34594 -0.73054 0.6 1.0 -0.1 0.101
O -0.72804 -2.48350 -1.57829 -1.4 0.0 0.6 -0.132
S -1.69686 -1.94060 -0.42837 0.7 1.6 -0.4 0.618
O -2.81144 -1.24908 -0.96569 -0.7 -1.1 -0.7 -0.196
O -0.95877 -1.11807 0.46703 0.5 -1.2 0.7 -0.228
O -2.05876 -3.37184 0.17351 0.3 0.2 1.1 -0.194
C -1.52939 -4.48637 -0.60205 -1.9 0.8 -2.2 -0.433
C -2.65420 -4.66893 -1.66609 -0.3 -1.0 0.5 -0.136
C -3.98824 -5.11185 -1.04065 -0.8 0.7 -0.2 -0.163
C -4.90962 -3.95296 -0.56703 1.0 -0.6 0.1 -0.072
C -5.42591 -4.04034 0.86143 -1.1 1.3 0.2 -0.487
O -6.25633 -3.24355 1.23587 0.5 -0.8 -0.2 0.105
O -5.00354 -5.00072 1.72668 0.2 0.3 -0.1 0.097
P -1.13126 -6.03704 0.41176 2.6 0.0 -0.1 0.933
N -2.08314 -7.32333 -0.18430 -0.7 0.8 0.7 -0.128
O -1.74830 -5.69595 1.89909 -0.9 -0.3 -0.8 -0.245
H 0.12068 -3.06944 1.33587 -0.1 -0.1 0.0 0.063
H 1.10179 -4.59462 1.37470 -0.2 0.0 0.2 0.059
H 1.85582 -3.01619 1.26038 0.1 0.0 0.0 0.099
H 1.77088 -4.47440 -0.82867 -0.3 -0.3 -0.2 0.124
H 0.98157 -3.85578 -3.03916 0.0 0.2 0.1 0.132
H -0.70552 -3.99214 -3.44170 -0.1 0.1 0.1 0.126
H -0.55256 -6.45587 -2.45815 -0.1 0.1 0.1 0.076
H 0.04525 -6.03157 -4.02354 -0.1 0.0 0.0 0.118
H 1.89288 -7.11997 -3.46154 0.2 0.1 -0.1 0.121
H 2.37998 -5.67481 -2.54919 0.0 0.2 -0.4 0.113
H 0.65302 -7.69303 -1.22101 0.0 -0.1 0.1 0.076
H 1.90489 -6.71043 -0.48766 0.2 0.0 0.0 0.104
H 2.52643 -9.02020 0.49482 0.2 0.5 -0.3 0.150
H -2.83181 -3.73572 -2.20050 0.2 0.1 0.0 0.128
H -2.38148 -5.39424 -2.43062 0.2 -0.1 0.1 0.108
H -3.87545 -5.82187 -0.23014 0.2 -0.1 -0.2 0.067
H -4.53836 -5.63945 -1.81935 0.0 -0.2 0.1 0.117
H -5.76040 -3.85204 -1.23320 -0.3 0.0 0.2 0.129
H -4.37949 -3.00591 -0.63347 -0.1 0.1 0.1 0.091
H -4.06833 -5.21013 1.60716 0.0 -0.1 -0.2 0.068
H -2.24283 -7.96178 0.58743 -0.2 -0.2 -0.1 0.061
H -1.63846 -7.79776 -0.95586 0.2 -0.1 0.1 0.035
H -1.08903 -5.13652 2.32511 0.0 0.0 0.3 0.054
C -1.57031 3.11546 1.60166 -0.7 -0.3 0.5 -0.118
N -0.34974 2.63599 2.20759 0.9 -0.2 -0.5 -0.296
C 0.27419 1.63084 1.34196 0.4 -0.1 0.2 -0.131
P 0.03796 2.49237 3.87404 -2.1 6.0 -1.7 0.711
O 1.51987 2.79775 3.78159 0.0 -3.6 1.1 -0.304
N -0.37413 3.91120 4.80190 -0.4 0.5 0.2 -0.349
C -0.67161 5.16124 4.12412 -0.1 -0.1 -0.4 -0.131
C 0.54758 4.15797 5.90677 0.1 -0.3 0.0 -0.155
N -1.46130 1.78246 4.33204 1.8 -2.2 0.5 -0.317
C -1.64070 0.36992 4.00334 -0.1 0.0 -0.3 -0.127
C -2.64985 2.42509 4.85294 -0.1 0.3 0.7 -0.111
H -2.37303 2.36173 1.58496 0.0 0.0 0.0 0.084
H -1.37706 3.40568 0.56688 0.2 -0.1 0.0 0.080
H -1.95542 4.01091 2.08396 0.0 -0.1 0.2 0.055
H -0.30152 0.70243 1.34124 0.0 0.2 -0.2 0.037
H 1.28730 1.39624 1.67356 0.0 0.1 0.2 0.075
H 0.36300 1.98572 0.31178 -0.2 0.1 0.0 0.075
H 0.05882 5.40150 3.33952 0.0 0.1 0.0 0.078
H -0.68161 5.98822 4.83595 0.1 -0.1 0.1 0.079
H -1.67307 5.14871 3.68834 0.1 0.0 -0.1 0.058
H 1.47662 4.63743 5.57909 0.0 -0.1 0.0 0.077
H 0.80902 3.22294 6.40579 0.1 0.0 0.0 0.072
H 0.06757 4.79400 6.65530 -0.1 0.0 -0.1 0.077
H -2.26566 0.23956 3.11177 0.0 -0.1 0.0 0.081
H -2.09925 -0.17577 4.83162 0.0 0.0 0.0 0.079
H -0.67769 -0.10674 3.80944 0.0 0.0 -0.1 0.074
H -3.17099 3.00294 4.08405 0.1 0.0 0.0 0.077
H -2.43360 3.07490 5.69570 0.1 0.1 -0.1 0.077
H -3.35272 1.67518 5.22611 0.2 -0.2 -0.2 0.082
C 3.09074 6.55974 -0.40522 0.7 -0.2 -0.4 -0.128
N 2.00943 5.76276 -0.93095 -0.7 -0.2 0.3 -0.302
C 1.56398 4.78496 0.05762 -0.4 -0.2 -0.1 -0.131
P 1.72851 5.33406 -2.57314 0.7 6.2 1.0 0.709
O 0.21642 5.30156 -2.53503 0.9 -3.5 -0.7 -0.294
N 1.87724 6.67960 -3.67013 0.3 0.4 -0.2 -0.347
C 1.88229 8.03972 -3.15857 0.1 0.0 0.4 -0.135
C 0.96984 6.58639 -4.81060 -0.1 -0.3 0.0 -0.153
N 3.35341 4.88168 -2.91214 -1.3 -2.5 -0.2 -0.320
C 3.79000 3.58528 -2.39994 0.0 0.1 0.3 -0.129
C 4.41270 5.67717 -3.49567 0.1 0.2 -0.7 -0.114
H 4.02884 5.99489 -0.28270 0.0 0.0 0.0 0.081
H 2.81502 6.94664 0.57795 -0.1 -0.2 0.0 0.087
H 3.30045 7.43732 -1.01182 0.0 -0.1 -0.1 0.049
H 2.30841 3.98953 0.19897 0.0 0.0 0.2 0.079
H 0.62972 4.31537 -0.24830 0.0 0.1 -0.1 0.051
H 1.37248 5.25430 1.02467 0.1 0.1 0.0 0.077
H 1.08674 8.21795 -2.42302 0.0 0.1 0.0 0.090
H 1.75070 8.75372 -3.97303 -0.1 -0.2 -0.1 0.079
H 2.84634 8.29266 -2.71167 -0.1 0.0 0.1 0.055
H -0.05048 6.89697 -4.56108 0.0 -0.1 0.0 0.079
H 0.92789 5.56231 -5.18601 -0.1 0.0 0.0 0.073
H 1.33813 7.21005 -5.62939 0.1 0.1 0.1 0.078
H 4.39287 3.69357 -1.49027 0.0 0.0 0.0 0.081
H 4.37814 3.04163 -3.14304 0.0 0.0 0.0 0.078
H 2.93135 2.95534 -2.15973 0.0 0.0 0.1 0.074
H 4.78112 6.43898 -2.80212 -0.1 0.0 0.0 0.076
H 4.10675 6.16053 -4.41889 -0.1 0.1 0.1 0.077
H 5.26244 5.04103 -3.75857 -0.1 -0.2 0.2 0.081
```
Positions in Å, forces in eV/Å.

Results
SMILES = C[C@H](F)[C@]1(CCCCOC=O)OS(=O)(=O)O[C@]1(CCCC(=O)O)P(N)O.CN(C)P(=O)(N(C)C)N(C)C.CN(C)P(=O)(N(C)C)N(C)C
Total energy = -3720.868974 Ha
Charge = 0



Entry 3:
ORCA calculation (ωB97M-V/def2-TZVPD) on a cluster of 10 separate species, C25H59N8O6 in total.

Structure (XYZ):
```
98
Properties=species:S:1:pos:R:3:forces:R:3:lowdin_charge:R:1
N -21.18972 17.66127 12.19006 -2.2 -0.5 0.1 0.319
H -21.67711 18.52789 12.01249 -0.1 0.4 0.4 0.130
H -21.14506 17.39248 13.16261 0.3 0.3 0.6 0.152
H -20.27561 17.70891 11.76318 3.3 0.1 -0.9 0.041
H -21.74235 16.94980 11.73343 -0.1 -0.5 -0.3 0.139
C -18.75061 22.22810 14.88115 0.0 -0.6 0.1 0.009
N -18.84430 21.47291 13.57486 1.2 2.1 -1.3 -0.310
C -20.16505 20.74785 13.46688 0.8 0.2 0.9 0.005
C -18.84417 22.55543 12.43212 0.3 -1.3 0.4 0.022
C -17.50746 20.71401 13.35056 0.0 -2.5 1.0 -0.070
C -17.25413 19.48470 14.37046 1.3 2.0 -1.3 -0.226
O -18.17880 18.49280 14.25437 -1.5 0.4 1.3 -0.067
H -19.73439 22.62529 15.13119 0.2 0.4 -0.2 0.110
H -17.94230 22.95396 14.79257 -0.4 0.2 -0.1 0.113
H -18.46699 21.57921 15.70977 -0.1 -0.4 -0.3 0.103
H -20.92653 21.51016 13.30216 0.1 0.0 -0.1 0.101
H -20.30748 20.32678 14.46212 -0.2 -0.5 -0.3 0.110
H -20.15562 20.00969 12.66492 0.4 0.1 0.2 0.076
H -17.92097 23.13472 12.44687 0.0 -0.2 0.3 0.104
H -19.69578 23.23246 12.49925 -0.1 -0.3 0.2 0.104
H -18.85317 21.93753 11.53423 -0.2 0.4 -0.2 0.105
H -16.66061 21.39998 13.33101 -0.4 0.4 0.4 0.124
H -17.46622 20.18898 12.39623 -0.8 0.4 -0.4 0.099
H -17.06791 19.89046 15.36484 -0.7 -0.4 0.3 0.117
H -16.29303 19.06082 14.07940 0.5 0.5 -0.2 0.112
H -18.19640 18.22206 13.33351 0.0 -0.5 -1.3 0.022
C -18.18001 16.78131 9.38699 0.7 0.0 0.2 -0.078
C -17.66762 17.70497 10.47926 0.0 -0.2 1.0 -0.450
O -18.54177 17.90885 11.51744 -2.4 0.7 1.0 -0.359
H -17.46445 16.80981 8.56525 0.0 -0.4 0.0 0.042
H -19.15799 16.97341 8.94569 -0.1 0.5 0.3 0.051
H -18.20178 15.79131 9.84253 -0.1 -0.2 -0.3 0.057
H -17.22705 18.63627 10.12334 -0.2 0.5 -0.6 0.076
H -16.82575 17.22985 10.98287 0.8 -0.6 -0.6 0.077
C -15.11801 15.16287 5.04647 1.5 -0.4 2.6 -0.331
O -14.57394 14.74341 6.07713 -0.4 0.1 -0.9 -0.029
N -15.90949 16.23519 5.05464 -1.4 0.7 -2.9 -0.177
C -16.73837 16.46811 3.82862 0.0 0.1 0.7 -0.042
C -16.30702 17.10335 6.17339 1.5 -2.1 -0.2 -0.028
H -14.88099 14.69234 4.07971 -0.5 0.2 -0.1 0.140
H -17.76307 16.20648 4.09251 -0.2 0.3 -0.1 0.075
H -16.49644 15.87174 2.94889 0.5 -0.2 0.4 0.084
H -16.67798 17.50953 3.51257 -0.1 0.1 0.2 0.083
H -15.60710 16.87917 6.97834 0.2 0.2 0.1 0.061
H -16.15289 18.12580 5.82851 -0.8 0.1 0.3 0.097
H -17.25964 16.71950 6.53846 -0.4 1.0 -0.3 0.066
C -17.98688 15.41005 13.98298 0.8 -1.1 -0.4 -0.386
O -18.41574 15.84635 15.00063 -1.4 0.9 2.2 0.024
N -17.17815 14.32175 13.91945 1.3 0.2 -2.2 -0.157
C -16.57580 14.07462 12.57160 -0.8 -0.1 0.5 -0.035
C -16.70234 13.51240 15.05697 -1.3 0.2 -0.3 -0.025
H -18.26443 15.87933 13.02645 0.4 -0.3 -0.4 0.110
H -15.56389 14.47571 12.51445 0.1 -0.3 0.0 0.068
H -17.18344 14.54374 11.79778 0.0 0.7 0.2 0.059
H -16.66653 13.04584 12.22309 0.5 -0.4 0.6 0.079
H -17.15988 12.54855 14.83392 0.6 -0.4 0.5 0.091
H -15.62664 13.46200 15.22555 0.1 0.1 -0.7 0.089
H -17.10881 13.86691 16.00418 -0.3 0.3 -0.3 0.083
C -17.75211 12.31588 9.34046 -0.4 -0.5 0.0 -0.357
O -17.70460 11.41187 10.13723 0.4 -0.5 0.5 0.020
N -18.81662 12.53503 8.53054 -0.7 0.2 -0.2 -0.167
C -18.88847 13.79986 7.81492 0.5 -0.5 -0.7 -0.066
C -19.92544 11.53896 8.38762 0.7 0.8 0.8 -0.012
H -16.89883 12.99623 9.19476 -0.2 0.3 0.0 0.133
H -19.77523 14.40722 7.99617 -0.2 -0.5 0.1 0.044
H -18.78409 13.57849 6.75275 -0.3 0.4 -0.2 0.096
H -18.06221 14.46111 8.07598 0.2 -0.4 0.1 0.058
H -19.81936 10.75331 9.13569 0.3 0.2 0.0 0.083
H -20.86596 12.04195 8.61239 -0.1 0.0 -0.3 0.078
H -19.95801 11.06040 7.40883 0.1 0.3 -0.1 0.088
C -14.06446 15.40961 9.38494 -0.6 -0.1 -0.5 -0.018
C -12.62877 14.99229 9.60514 0.6 -0.5 0.1 -0.465
O -12.04407 15.18509 10.64565 -0.3 0.3 0.3 0.065
C -11.90661 14.26025 8.48942 0.7 -0.1 -0.4 -0.022
H -14.67851 15.54742 10.27491 0.4 -0.4 0.3 0.053
H -14.52881 14.68892 8.71182 -0.1 0.0 0.0 0.063
H -14.18830 16.36023 8.86619 0.6 0.1 -0.3 0.067
H -10.89947 13.93323 8.74792 -0.1 0.1 0.8 0.079
H -11.67617 14.93367 7.66389 -0.7 0.1 -0.3 0.085
H -12.38495 13.35249 8.12162 -0.5 0.4 -0.1 0.086
C -14.55769 20.08884 8.63814 -0.3 -1.1 0.6 -0.053
C -14.64071 20.09382 10.10475 0.3 0.5 2.6 -0.250
N -14.70944 20.13396 11.27418 0.0 -0.2 -2.8 0.153
H -13.87204 20.82849 8.22473 -0.4 0.2 0.1 0.093
H -15.59653 20.09816 8.30825 0.1 0.6 -0.5 0.078
H -14.21083 19.10016 8.33763 0.3 0.0 0.0 0.070
C -13.93564 16.95669 12.53013 -0.2 0.2 -0.1 -0.093
C -13.53085 17.63783 13.72120 -0.5 -1.0 -1.9 -0.321
N -13.19978 18.14071 14.66794 0.9 1.7 3.0 0.141
H -13.42845 17.42907 11.68887 0.0 -0.4 -0.1 0.076
H -15.00616 17.14229 12.44273 -0.1 -0.4 -0.3 0.059
H -13.67415 15.90687 12.66280 -0.1 0.0 -0.5 0.079
C -21.87162 16.24961 8.03930 1.3 0.8 -0.6 -0.059
C -21.01354 16.53762 6.85395 -1.2 -0.4 0.6 -0.281
N -20.31541 16.75957 5.97631 0.4 0.1 -0.3 0.152
H -21.37208 15.41866 8.53738 -0.6 -0.1 0.2 0.055
H -22.93668 16.12788 7.84203 0.3 -0.3 -0.2 0.088
H -21.73218 17.14777 8.64094 -0.2 -0.1 0.4 0.063
```
Positions in Å, forces in eV/Å.

Results
Total energy = -1877.037503 Ha
Charge = +1